{
  "formula": "C35H61As3Cl2N5OPPd",
  "method": "wB97M-V/def2-TZVPD",
  "e_tot_ev": -267113.4664,
  "orbital_gap_ha": 0.186,
  "homo_energy_ev": -0.72,
  "total_charge": -2,
  "species": ["Pd", "C", "As", "C", "C", "C", "C", "C", "As", "C", "C", "C", "As", "C", "C", "H", "H", "H", "H", "H", "H", "H", "H", "H", "H", "H", "H", "H", "H", "H", "H", "H", "H", "H", "H", "H", "H", "H", "H", "H", "H", "H", "Cl", "C", "C", "C", "Cl", "C", "C", "C", "C", "N", "C", "C", "O", "H", "H", "H", "H", "N", "P", "N", "C", "C", "C", "C", "C", "N", "C", "C", "C", "C", "C", "N", "C", "C", "C", "C", "C", "H", "H", "H", "H", "H", "H", "H", "H", "H", "H", "H", "H", "H", "H", "H", "H", "H", "H", "H", "H", "H", "H", "H", "H", "H", "H", "H", "H", "H", "H"],
  "coordinates": [[0.0037, 0.0839, -0.1262], [-0.7389, -1.9114, -3.5460], [0.2220, -0.6175, -2.4238], [0.0689, 0.8107, -3.7981], [2.1047, -0.9725, -2.9282], [2.8689, -2.1158, -2.2216], [2.3910, -3.4536, -2.8020], [2.5825, -2.0917, -0.7119], [2.9124, -0.3832, 0.2358], [4.6827, -0.9556, 1.0171], [1.8733, -0.9052, 1.8075], [4.3596, -1.8634, -2.5215], [5.8615, -3.0427, -2.0016], [5.2097, -4.3875, -0.7247], [5.8297, -4.2314, -3.5750], [-0.9021, -2.8452, -3.0109], [-0.1648, -2.0861, -4.4595], [-1.7029, -1.4714, -3.8088], [-0.0621, 0.3721, -4.7912], [0.9690, 1.4265, -3.8054], [-0.7835, 1.4561, -3.5807], [2.5979, -0.0257, -2.6929], [2.1584, -1.1100, -4.0152], [1.3384, -3.6070, -2.5465], [2.9536, -4.2938, -2.3942], [2.4979, -3.4647, -3.8938], [3.1403, -2.8856, -0.2093], [1.5185, -2.2910, -0.5666], [4.5427, -1.8879, 1.5747], [5.0523, -0.1937, 1.7071], [5.4413, -1.1198, 0.2470], [2.1236, -1.9188, 2.1328], [0.8305, -0.8544, 1.4499], [1.9761, -0.1929, 2.6243], [4.6232, -0.8945, -2.0911], [4.4882, -1.7568, -3.6049], [5.0736, -3.9374, 0.2569], [5.9880, -5.1490, -0.6513], [4.2808, -4.8617, -1.0329], [5.9951, -3.6456, -4.4801], [4.8734, -4.7505, -3.6606], [6.6282, -4.9709, -3.4938], [-0.8812, -6.3585, -1.4714], [-1.4479, -5.4508, -0.0804], [-2.1707, -6.1341, 0.8928], [-2.6290, -5.4736, 1.9971], [-3.5330, -6.3832, 3.2101], [-2.3775, -4.0915, 2.1825], [-2.8071, -3.3647, 3.3119], [-2.4954, -2.0408, 3.4199], [-1.7628, -1.4183, 2.3929], [-1.3661, -2.0538, 1.3108], [-1.6465, -3.3808, 1.1833], [-1.1374, -4.0645, -0.0322], [-0.4899, -3.4738, -0.9207], [-2.3570, -7.1929, 0.7731], [-3.3725, -3.8728, 4.0822], [-2.8011, -1.4609, 4.2834], [-1.4719, -0.3681, 2.4480], [-0.3754, 1.4030, 1.7274], [-1.2152, 2.4810, 1.0595], [-2.2786, 3.3686, 2.1534], [-3.0039, 2.4849, 3.0584], [-2.3240, 2.3906, 4.4232], [-2.2377, 3.7882, 5.0386], [-1.4980, 4.7301, 4.0849], [-2.1477, 4.6992, 2.6925], [-0.4872, 3.9042, 0.3442], [-0.1649, 3.9223, -1.0898], [1.0980, 3.1504, -1.4703], [2.2942, 3.6661, -0.6767], [1.9723, 3.5546, 0.8119], [0.6935, 4.3316, 1.1243], [-2.4350, 2.1439, -0.0936], [-3.3918, 3.1482, -0.5294], [-4.7805, 2.5427, -0.6974], [-4.7557, 1.4527, -1.7820], [-3.4616, 0.6124, -1.6946], [-2.8271, 0.7496, -0.3235], [-3.0565, 1.4941, 2.6023], [-4.0361, 2.8546, 3.1912], [-1.3207, 1.9886, 4.2487], [-2.8679, 1.7064, 5.0846], [-1.7338, 3.7568, 6.0098], [-3.2535, 4.1738, 5.2069], [-0.4607, 4.3950, 4.0017], [-1.4929, 5.7554, 4.4742], [-1.5848, 5.3119, 1.9884], [-3.1561, 5.1443, 2.7879], [-0.0373, 4.9764, -1.3842], [-1.0172, 3.5187, -1.6376], [1.2724, 3.2464, -2.5475], [0.9309, 2.1013, -1.2126], [2.4854, 4.7196, -0.9349], [3.1851, 3.0812, -0.9178], [2.7960, 3.9327, 1.4280], [1.7840, 2.5096, 1.0654], [0.8634, 5.4044, 0.9363], [0.4560, 4.2029, 2.1781], [-3.0994, 3.5829, -1.5015], [-3.4000, 3.9620, 0.1981], [-5.4914, 3.3294, -0.9647], [-5.1020, 2.1170, 0.2572], [-4.8288, 1.9328, -2.7636], [-5.6352, 0.8105, -1.6777], [-2.7360, 0.9575, -2.4358], [-3.6631, -0.4422, -1.8979], [-1.8990, 0.1497, -0.2470], [-3.5348, 0.3816, 0.4370]],
  "atomic_forces_ev_per_a": [[0.5, 0.2, -0.9], [0.0, -0.2, 0.1], [0.1, 0.5, 0.4], [0.0, 0.1, 0.0], [0.1, -0.3, 0.0], [-0.1, 0.0, 0.0], [-0.1, 0.1, 0.0], [0.1, 0.0, -0.2], [0.4, -0.2, 0.2], [0.0, -0.1, 0.0], [-0.1, 0.0, -0.1], [-0.1, 0.0, 0.1], [0.1, -0.1, -0.1], [-0.1, 0.0, 0.0], [-0.1, -0.1, 0.0], [0.0, 0.1, 0.0], [0.0, 0.0, 0.0], [0.0, 0.0, 0.0], [0.0, 0.0, 0.0], [0.0, 0.0, 0.1], [0.0, 0.0, 0.0], [0.0, 0.1, 0.0], [0.0, 0.0, 0.0], [0.1, -0.1, 0.0], [0.0, 0.0, 0.0], [0.0, 0.0, 0.0], [0.0, 0.0, 0.0], [0.0, -0.1, 0.1], [0.0, 0.0, 0.0], [0.0, 0.0, 0.0], [0.0, 0.1, 0.0], [0.0, 0.0, -0.1], [0.3, -0.4, 0.6], [0.0, 0.1, 0.0], [0.0, 0.1, 0.0], [0.1, 0.0, 0.0], [0.0, 0.0, 0.0], [0.0, 0.0, 0.0], [0.0, 0.0, 0.0], [0.0, 0.0, 0.0], [0.0, 0.0, 0.0], [0.0, 0.0, 0.0], [0.0, 0.0, 0.0], [-0.1, 0.0, 0.0], [0.1, 0.1, -0.1], [-0.1, -0.1, 0.1], [0.0, 0.0, 0.0], [0.1, 0.1, -0.2], [0.0, 0.0, 0.0], [0.0, 0.1, 0.0], [0.1, 0.0, -0.2], [-0.2, -0.7, 0.2], [0.0, 0.1, 0.1], [0.1, 0.1, -0.1], [0.0, 0.0, 0.1], [0.0, 0.0, 0.0], [0.0, 0.0, 0.0], [0.0, 0.0, 0.0], [0.0, 0.0, 0.0], [-0.2, -0.2, -0.6], [-0.8, 1.3, 0.0], [0.1, -0.3, 0.4], [0.2, 0.0, -0.1], [0.0, 0.1, 0.0], [0.1, 0.0, -0.1], [-0.1, -0.1, 0.0], [0.2, -0.1, 0.0], [0.6, -0.5, 0.0], [-0.2, -0.1, 0.1], [0.1, 0.4, 0.2], [-0.1, -0.1, 0.1], [-0.1, 0.1, -0.2], [-0.2, -0.1, 0.0], [0.1, -0.5, -0.1], [0.1, 0.0, 0.0], [0.1, -0.1, -0.1], [0.0, 0.0, 0.1], [-0.1, 0.0, 0.0], [0.0, 0.3, 0.1], [-0.1, 0.0, 0.0], [0.0, 0.0, 0.0], [0.0, 0.0, 0.0], [0.0, 0.0, 0.0], [0.0, 0.0, 0.0], [0.0, 0.0, 0.0], [0.0, 0.0, 0.0], [0.0, 0.0, 0.0], [0.0, 0.0, 0.0], [0.0, 0.0, 0.0], [-0.1, 0.0, 0.0], [0.0, 0.0, 0.0], [0.0, 0.0, 0.0], [0.0, -0.2, -0.1], [0.1, 0.0, 0.0], [0.1, 0.0, 0.0], [0.0, 0.0, 0.0], [0.0, -0.1, 0.1], [-0.1, 0.0, 0.0], [0.0, 0.1, 0.1], [0.0, 0.0, 0.0], [0.0, 0.0, 0.0], [0.0, 0.0, 0.0], [0.0, 0.0, 0.0], [0.0, 0.0, 0.0], [0.0, 0.0, 0.0], [0.0, 0.0, 0.0], [0.0, 0.0, 0.0], [-0.8, -0.1, -0.1], [0.0, 0.0, 0.1]],
  "mulliken_charge": [0.43, -1.53, 1.33, -1.56, -2.76, 3.56, -1.63, -0.63, 0.46, -1.24, -0.27, -2.10, 0.26, -0.96, -1.16, 0.25, 0.43, 0.44, 0.52, 0.30, 0.35, 0.43, 0.59, 0.06, 0.23, 0.37, 0.51, -0.74, 0.27, 0.44, 0.24, 0.61, -1.16, 0.45, 0.39, 0.61, 0.22, 0.42, 0.29, 0.33, 0.32, 0.40, -0.30, 0.55, -0.65, 0.85, -0.34, -0.02, -0.97, -1.14, 0.15, 0.59, -0.26, -0.61, -0.40, 0.42, 0.36, 0.55, 0.35, -1.22, -0.52, 0.93, -0.76, -0.39, -1.12, -0.54, -1.25, -0.02, -1.10, 1.24, -1.48, 0.24, -0.83, 1.52, -0.85, -0.99, -0.81, -0.41, 2.87, -0.11, 0.59, 0.20, 0.37, 0.44, 0.35, 0.23, 0.42, 0.51, 0.50, 0.42, 0.13, 0.54, -1.04, 0.47, 0.43, 0.52, -0.33, 0.31, 0.04, 0.34, 0.32, 0.46, 0.28, 0.35, 0.32, -0.22, 0.46, -3.00, 0.25]
}